(1)
Below is a structure of composition C12H18Cl3CuOSb in a non-equilibrium geometry, with properties calculated with ωB97M-V/def2-TZVPD.

E_tot: -103525.7041 eV
LUMO (alpha / beta): 0.530 / -0.728 eV
F_max: 2.7 eV/Å
Frontier orbital gap (alpha / beta): 8.14 / 7.22 eV
2S+1: 2
Expectation value of S²: 0.76

Geometry (Å):
Cu1 0.604 2.044 -0.269
H1 -1.429 -1.507 -0.273
C1 -3.662 4.967 -0.872
H2 1.196 -2.709 2.692
H3 3.390 -0.808 1.634
C2 -0.655 -1.856 0.442
H4 2.960 -0.912 -1.829
C3 -2.004 2.663 -0.469
H5 1.998 -0.398 2.692
Cl1 -4.659 6.350 -1.114
C4 2.831 -2.922 -1.127
H6 3.596 -2.750 -0.344
H7 2.559 -3.222 1.615
H8 3.343 -3.330 -2.024
C5 -1.492 3.970 -0.636
C6 2.238 -2.494 2.379
H9 -1.030 -1.680 1.472
C7 -3.422 2.591 -0.520
Cl2 0.226 4.190 -0.594
C8 -2.286 5.105 -0.833
H10 -0.159 -3.512 -0.858
H11 2.892 -2.612 3.270
O1 -1.223 1.666 -0.292
H12 2.099 -3.671 -0.779
Cl3 -4.267 1.074 -0.337
C9 -0.451 -3.342 0.198
C10 2.337 -1.067 1.872
H13 1.450 -1.753 -2.331
H14 -1.820 6.077 -0.953
Sb1 1.101 -0.580 0.131
C11 -4.239 3.717 -0.716
H15 -1.408 -3.877 0.380
H16 -5.317 3.602 -0.746
C12 2.161 -1.606 -1.491
H17 0.313 -3.766 0.873
H18 2.230 2.356 -0.244

(2)
Below is a structure of composition C12H18ClIN2OPSY in a non-equilibrium geometry, with properties calculated with ωB97M-V/def2-TZVPD.

Net charge: +2
E_tot: -59542.5678 eV
LUMO: -6.821 eV
F_max: 4.8 eV/Å
Frontier orbital gap: 8.32 eV
Energy relative to the best compared isomer or geometry (same formula, charge and spin): 0.000 eV

Geometry (Å):
H1 4.738 -1.407 -1.314
H2 2.161 1.126 2.003
H3 3.587 1.894 3.961
C1 0.520 0.615 3.285
Cl1 -1.235 -3.360 0.373
H4 -3.012 1.643 -3.293
N1 -2.457 -0.975 1.992
O1 1.762 -1.168 -0.046
C2 -2.559 1.639 -2.291
C3 -1.476 -0.387 2.886
C4 2.071 1.420 5.432
H5 2.694 1.721 6.274
C5 0.106 1.045 -2.986
C6 -1.915 -0.896 -3.402
H6 4.150 -2.451 -0.033
C7 0.763 0.962 5.666
H7 4.915 -0.934 0.428
C8 -0.007 0.558 4.579
S1 -1.635 -0.154 4.584
H8 0.087 2.133 -2.847
H9 -1.467 -0.666 -4.379
C9 4.261 -1.392 -0.325
H10 -3.009 -0.854 -3.479
I1 3.716 1.004 -1.021
C10 2.903 -0.773 -0.335
N2 -0.343 0.022 2.334
H11 -1.621 -1.912 -3.104
H12 -3.351 1.494 -1.544
H13 1.048 0.662 -2.570
P1 -1.328 0.294 -2.135
H14 0.338 0.895 6.666
C11 2.581 1.508 4.125
H15 0.070 0.815 -4.060
H16 -2.623 -1.967 2.216
H17 -3.362 -0.518 2.141
C12 1.805 1.095 3.034
Y1 -0.685 -0.976 0.292
H18 -2.074 2.606 -2.108

(3)
Below is a structure of composition C12H18ClN6O4Rh in a non-equilibrium geometry, with properties calculated with ωB97M-V/def2-TZVPD.

Net charge: +2
E_tot: -45373.2096 eV
LUMO (alpha / beta): -9.807 / -9.858 eV
F_max: 1.6 eV/Å
Frontier orbital gap (alpha / beta): 4.78 / 4.68 eV
Energy relative to the best compared isomer or geometry (same formula, charge and spin): 0.958 eV

Geometry (Å):
H1 1.185 -0.169 -4.204
C1 -0.291 -2.498 0.484
H2 0.737 2.118 -5.688
H3 -2.220 -0.724 0.468
H4 1.113 -2.464 3.411
C2 -0.027 2.302 -2.570
N1 -0.873 -2.329 2.820
C3 -0.640 2.592 0.892
H5 -0.843 4.832 -1.325
H6 -2.852 -1.939 2.379
H7 -1.440 0.473 1.516
C4 -0.887 3.888 0.569
H8 -0.195 3.791 -4.055
O1 3.502 -1.708 -2.210
Cl1 2.625 -1.437 -1.170
H9 -0.639 2.151 1.870
C5 0.368 -1.706 3.180
H10 0.661 -2.880 0.148
H11 -1.038 -2.614 -0.304
H12 -1.695 -3.793 1.607
O2 1.208 -1.614 -1.674
H13 -2.044 -0.730 3.415
H14 -1.147 4.736 1.178
N2 0.402 1.045 -2.618
N3 -0.169 -1.058 0.836
O3 2.810 -2.252 -0.039
C6 -0.422 2.773 -1.263
Rh1 0.316 0.031 -0.864
C7 -1.924 -1.405 2.570
H15 0.023 -4.029 2.039
C8 0.832 -0.864 1.916
H16 1.802 -1.203 1.578
N4 -0.743 3.981 -0.790
N5 -0.360 1.888 -0.259
O4 2.574 -0.004 -0.770
C9 -0.741 -3.300 1.782
H17 0.220 -1.048 4.032
C10 0.571 1.910 -4.645
H18 0.879 0.194 2.175
C11 -1.490 -0.574 1.270
C12 0.787 0.786 -3.904
N6 0.061 2.851 -3.789

Repeat the third record exactly.
Below is a structure of composition C12H18ClN6O4Rh in a non-equilibrium geometry, with properties calculated with ωB97M-V/def2-TZVPD.

Net charge: +2
E_tot: -45373.2096 eV
LUMO (alpha / beta): -9.807 / -9.858 eV
F_max: 1.6 eV/Å
Frontier orbital gap (alpha / beta): 4.78 / 4.68 eV
Energy relative to the best compared isomer or geometry (same formula, charge and spin): 0.958 eV

Geometry (Å):
H1 1.185 -0.169 -4.204
C1 -0.291 -2.498 0.484
H2 0.737 2.118 -5.688
H3 -2.220 -0.724 0.468
H4 1.113 -2.464 3.411
C2 -0.027 2.302 -2.570
N1 -0.873 -2.329 2.820
C3 -0.640 2.592 0.892
H5 -0.843 4.832 -1.325
H6 -2.852 -1.939 2.379
H7 -1.440 0.473 1.516
C4 -0.887 3.888 0.569
H8 -0.195 3.791 -4.055
O1 3.502 -1.708 -2.210
Cl1 2.625 -1.437 -1.170
H9 -0.639 2.151 1.870
C5 0.368 -1.706 3.180
H10 0.661 -2.880 0.148
H11 -1.038 -2.614 -0.304
H12 -1.695 -3.793 1.607
O2 1.208 -1.614 -1.674
H13 -2.044 -0.730 3.415
H14 -1.147 4.736 1.178
N2 0.402 1.045 -2.618
N3 -0.169 -1.058 0.836
O3 2.810 -2.252 -0.039
C6 -0.422 2.773 -1.263
Rh1 0.316 0.031 -0.864
C7 -1.924 -1.405 2.570
H15 0.023 -4.029 2.039
C8 0.832 -0.864 1.916
H16 1.802 -1.203 1.578
N4 -0.743 3.981 -0.790
N5 -0.360 1.888 -0.259
O4 2.574 -0.004 -0.770
C9 -0.741 -3.300 1.782
H17 0.220 -1.048 4.032
C10 0.571 1.910 -4.645
H18 0.879 0.194 2.175
C11 -1.490 -0.574 1.270
C12 0.787 0.786 -3.904
N6 0.061 2.851 -3.789